Entry i
DFT (ωB97M-V with the def2-TZVPD basis set) results for a cluster of 3 separate species, C5H14O2 in total.

HOMO = -9.59 eV
orbital gap = 0.378 Eh
LUMO level = 0.026 Eh
structure (SMILES) = C=C(C)CC.O.O

ORCA input file:
```
! wB97M-V def2-TZVPD RIJCOSX def2/J DEFGRID3
* xyz 0 1
C 1.730 0.047 -0.622
C 1.032 0.357 0.463
C 1.024 1.752 0.993
C 0.376 -0.693 1.331
C 0.139 -2.112 0.772
H 2.148 0.776 -1.303
H 1.943 -0.960 -0.967
H 0.118 2.021 1.542
H 1.828 1.865 1.719
H 1.175 2.498 0.219
H -0.594 -0.313 1.690
H 0.948 -0.734 2.271
H -0.917 -2.320 0.695
H 0.535 -2.151 -0.252
H 0.674 -2.877 1.329
O -3.661 -0.452 -1.208
H -2.800 -0.111 -0.924
H -3.892 0.122 -1.945
O -0.930 1.242 -1.909
H -0.628 0.492 -1.387
H -0.247 1.549 -2.508
*
```

Entry ii
DFT (ωB97M-V with the def2-TZVPD basis set) results for a cluster of 3 separate species, C5H14O2 in total.

HOMO = -9.52 eV
orbital gap = 0.375 Eh
LUMO level = 0.025 Eh
structure (SMILES) = C/C=C/CC.O.O

ORCA input file:
```
! wB97M-V def2-TZVPD RIJCOSX def2/J DEFGRID3
* xyz 0 1
C -2.314 -1.078 -1.090
C -0.939 -1.267 -0.536
C 0.115 -0.493 -0.778
C 1.556 -0.916 -0.673
C 2.489 0.297 -0.638
H -2.818 -2.020 -1.306
H -2.319 -0.494 -2.007
H -2.955 -0.567 -0.364
H -0.680 -2.272 -0.216
H -0.129 0.465 -1.247
H 1.717 -1.517 0.225
H 1.805 -1.429 -1.612
H 2.251 1.014 0.144
H 2.495 0.860 -1.563
H 3.551 0.051 -0.532
O -1.200 3.219 1.569
H -1.662 3.229 2.417
H -0.724 2.375 1.598
O -0.017 0.567 2.159
H -0.042 -0.116 1.470
H -0.178 0.089 2.981
*
```

Entry iii
DFT (ωB97M-V with the def2-TZVPD basis set) results for a cluster of 3 separate species, C5H14O2 in total.

HOMO = -8.68 eV
orbital gap = 0.344 Eh
LUMO level = 0.025 Eh
structure (SMILES) = CC=C(C)C.O.O

ORCA input file:
```
! wB97M-V def2-TZVPD RIJCOSX def2/J DEFGRID3
* xyz 0 1
C 0.478 -0.100 -3.350
C 0.358 -0.325 -1.911
C 0.040 0.629 -0.922
C 0.428 0.272 0.526
C -0.076 2.205 -1.096
H 1.035 0.822 -3.702
H -0.513 0.057 -3.790
H 0.787 -0.971 -3.798
H 0.915 -1.183 -1.557
H -0.048 0.941 1.297
H -0.092 -0.619 0.760
H 1.499 0.020 0.862
H -1.147 2.393 -1.673
H -0.208 2.690 -0.184
H 0.795 2.642 -1.595
O 0.936 -4.197 2.697
H 0.259 -4.652 2.240
H 1.807 -4.212 2.192
O -1.921 2.027 2.867
H -2.873 1.676 2.904
H -1.704 1.670 2.047
*
```

Entry iv
DFT (ωB97M-V with the def2-TZVPD basis set) results for a cluster of 3 separate species, C5H14O2 in total.

HOMO = -9.45 eV
orbital gap = 0.364 Eh
LUMO level = 0.017 Eh
structure (SMILES) = C=C(C)CC.O.O

ORCA input file:
```
! wB97M-V def2-TZVPD RIJCOSX def2/J DEFGRID3
* xyz 0 1
C -0.233 2.052 1.127
C -0.619 0.994 0.425
C -1.769 0.095 0.845
C -0.250 0.682 -1.004
C 0.898 1.493 -1.667
H -0.755 2.489 1.966
H 0.490 2.744 0.705
H -2.562 0.250 0.120
H -2.237 0.412 1.787
H -1.517 -0.954 0.996
H -0.111 -0.385 -1.156
H -1.130 1.036 -1.558
H 1.873 1.176 -1.320
H 0.690 2.536 -1.416
H 0.742 1.407 -2.741
O 0.023 -3.119 -0.520
H -0.847 -3.422 -0.265
H 0.569 -3.900 -0.510
O 1.709 -1.035 0.922
H 0.877 -0.540 0.869
H 1.498 -1.855 0.472
*
```

What is the most stable structure shown above? It is entry ii.